# 1
# C8H24ClO8S4

A 5-piece molecular cluster, C8H24ClO8S4 overall (ωB97M-V/def2-TZVPD, the Open Molecules 2025 dataset).

Computed properties:
LUMO   1.97 eV
Relative energy (zero: lowest compared OMol25 entry of this formula, charge and spin)   2.648 eV
E   -2973.6681 a.u.
Orbital gap   7.789 eV
Largest force on an atom   5.00 eV/A
E_HOMO   -5.82 eV
Charge   -1

XYZ file:
```
45
Properties=species:S:1:pos:R:3:lowdin_charge:R:1
Cl 13.26192 20.15566 1.82382 0.575
O 13.11878 19.93374 0.30980 -0.444
O 12.11055 20.61051 2.42644 -0.366
O 13.65401 18.96450 2.45640 -0.377
O 14.21716 21.18949 2.03357 -0.388
C 11.94369 13.64450 5.38303 -0.256
S 13.40842 14.49387 6.10421 0.821
O 13.39173 13.89582 7.49535 -0.583
C 14.86331 13.89992 5.17753 -0.255
H 11.21936 14.33383 5.81696 0.032
H 11.84271 12.58288 5.60858 0.057
H 11.75123 13.86300 4.33265 0.044
H 15.06181 14.47224 4.27135 0.054
H 14.57066 12.86884 4.97924 0.040
H 15.71892 13.93990 5.85165 0.048
C 9.75390 13.67104 -0.26117 -0.247
S 11.52609 13.89716 -0.82808 0.859
O 11.72178 12.69314 -1.74683 -0.604
C 11.43833 15.09385 -2.17233 -0.287
H 9.83755 12.87795 0.48187 0.029
H 9.28080 13.03826 -1.01208 0.043
H 9.12638 14.43509 0.19770 0.050
H 11.00840 16.03723 -1.83574 0.047
H 10.68867 14.91771 -2.94375 0.055
H 12.37147 15.28850 -2.70097 0.055
C 14.76672 19.43654 -6.00343 -0.295
S 15.21249 21.08579 -6.54816 0.811
O 13.90190 21.65213 -6.99657 -0.578
C 15.44053 21.68501 -4.80502 -0.244
H 14.00250 19.43690 -5.22621 0.060
H 15.64777 18.90150 -5.64906 0.051
H 14.38458 18.92798 -6.88856 0.046
H 16.34883 21.19829 -4.44977 0.046
H 14.57686 21.40747 -4.20075 0.059
H 15.59275 22.76218 -4.87296 0.044
C 6.87114 21.26142 3.78092 -0.241
S 7.25668 20.33646 5.33927 0.826
O 6.11741 20.67686 6.27430 -0.585
C 6.98774 18.67529 4.64858 -0.280
H 7.66526 22.00064 3.88593 0.037
H 5.83084 21.58287 3.83126 0.050
H 6.86826 20.62694 2.89461 0.044
H 7.18464 18.02558 5.50135 0.039
H 7.82065 18.36483 4.01773 0.056
H 5.98109 18.68956 4.23078 0.055
```

---

# 2
# C8H24ClO8Zn

C8H24ClO8Zn as an isolated structure (ωB97M-V/def2-TZVPD, the Open Molecules 2025 dataset).

Computed properties:
LUMO   -8.88 eV
Relative energy (zero: lowest compared OMol25 entry of this formula, charge and spin)   14.720 eV
E   -3159.6022 a.u.
Orbital gap   3.370 eV
Largest force on an atom   9.62 eV/A
E_HOMO   -12.25 eV
Charge   +1

XYZ file:
```
42
Properties=species:S:1:pos:R:3:lowdin_charge:R:1
Zn 1.54299 -1.98655 1.93376 1.193
Cl 0.84057 -0.90007 0.50522 1.096
C -1.56499 -0.33177 2.01600 -0.212
C -2.80163 0.52068 2.19690 -0.280
O -3.74203 0.36882 1.20735 0.003
O -1.26888 -0.40190 0.62445 -0.097
H -1.52540 -1.23776 2.62075 0.127
H -0.68872 0.15705 2.44178 0.032
H -2.60409 1.58324 2.33847 0.116
H -3.24935 0.17964 3.13036 0.128
H -4.46831 0.84156 1.62043 0.109
H -0.38667 -0.75950 0.50024 -0.335
C 1.50905 1.39848 -0.98179 -0.273
C 1.42469 1.75818 -2.48409 -0.188
O 2.68753 2.31064 -3.00317 -0.063
O 2.46339 0.34429 -0.77885 -0.069
H 0.50637 1.32699 -0.56033 0.103
H 1.75600 2.35910 -0.52977 0.143
H 0.69080 2.55149 -2.62608 0.114
H 1.05974 1.01002 -3.18777 0.108
H 2.33837 3.02218 -3.54483 0.073
H 2.01148 -0.48555 -0.60933 -0.053
C -0.31298 2.78103 1.83752 -0.178
C 0.64214 1.67988 2.26478 -0.129
O 1.34332 1.26415 0.99583 -0.246
O -1.41028 2.23209 1.12766 -0.096
H 0.21177 3.58755 1.32538 0.131
H -0.65757 3.31500 2.72310 0.132
H 0.12351 0.88981 2.80785 0.069
H 1.37502 1.95620 3.02282 0.127
H 1.12566 0.33683 0.87626 -0.291
H -1.33059 1.78720 0.28072 0.097
C -0.40375 -3.79051 -2.43070 -0.176
C 0.48467 -2.64088 -2.00755 -0.232
O 0.68009 -2.81965 -0.62556 -0.165
O 0.28535 -5.02529 -2.00788 -0.072
H -0.43171 -3.82727 -3.51973 0.130
H -1.29367 -3.69190 -1.80909 0.129
H -0.05032 -1.69723 -2.11440 0.130
H 1.35973 -2.68401 -2.65602 0.133
H 0.89077 -2.00092 -0.17072 -0.346
H 0.83796 -5.28135 -2.74994 0.079
```

---

# 3
# C8H24CsO8

C8H24CsO8 as an isolated structure (ωB97M-V/def2-TZVPD, the Open Molecules 2025 dataset).

Computed properties:
LUMO   1.31 eV
E   -941.3196 a.u.
Orbital gap   5.494 eV
Largest force on an atom   3.15 eV/A
E_HOMO   -4.19 eV
Charge   -1

XYZ file:
```
41
Properties=species:S:1:pos:R:3:lowdin_charge:R:1
Cs -18.64499 32.75012 -0.83940 1.001
C -18.01136 29.44124 -0.35396 -0.923
O -17.07922 28.90378 0.37772 -0.130
O -19.08098 29.97530 0.14914 -0.286
O -17.87140 29.47979 -1.63288 -0.121
C -16.42354 33.06996 3.15222 -0.091
C -16.91659 31.68696 2.74132 -0.326
O -16.19997 31.27261 1.59258 -0.119
H -15.34804 33.06546 3.32053 0.070
H -16.94308 33.35298 4.07059 0.069
H -16.66304 33.82111 2.39665 0.057
H -17.99704 31.70675 2.56663 0.092
H -16.71914 30.94902 3.52478 0.117
H -16.63506 30.51456 1.12929 0.043
C -22.46633 27.35815 -1.56148 -0.102
C -21.30203 28.11210 -2.17357 -0.292
O -21.29491 29.48372 -1.71811 -0.127
H -22.36329 27.22203 -0.48240 0.058
H -22.49998 26.32129 -1.92142 0.066
H -23.43509 27.80053 -1.79300 0.065
H -21.44227 28.22267 -3.24719 0.103
H -20.35332 27.67173 -1.87569 0.113
H -20.57895 29.50575 -1.05252 0.022
C -19.95175 26.90619 1.40258 -0.188
O -18.57979 26.91595 1.71412 -0.127
H -20.22706 26.05981 0.76417 0.068
H -20.52500 26.85618 2.33875 0.071
H -20.25134 27.85606 0.94716 0.053
H -18.13870 27.65825 1.24057 0.038
C -13.54344 28.64665 0.53630 -0.175
O -14.58277 28.09513 -0.28507 -0.172
H -12.64399 28.37713 -0.00507 0.062
H -13.72159 29.72257 0.64736 0.062
H -13.67302 28.25973 1.55284 0.067
H -15.47855 28.44206 -0.01129 0.033
C -21.75575 30.47802 1.99233 -0.161
O -20.38992 30.76646 2.29120 -0.182
H -22.24892 31.43987 1.81306 0.064
H -21.80546 29.92604 1.04986 0.062
H -22.22830 29.90847 2.78882 0.069
H -19.85867 30.52513 1.48979 -0.003
```

---

# 4
# C8H24LiN2O3

C8H24LiN2O3 as an isolated structure (ωB97M-V/def2-TZVPD, the Open Molecules 2025 dataset).

Computed properties:
LUMO (alpha / beta)   0.19 / 0.25 eV
Relative energy (zero: lowest compared OMol25 entry of this formula, charge and spin)   0.000 eV
E   -661.8897 a.u.
Orbital gap (alpha / beta)   2.385 / 10.221 eV
Largest force on an atom   1.62 eV/A
E_HOMO (alpha / beta)   -2.20 / -9.97 eV
Spin multiplicity   2

XYZ file:
```
38
Properties=species:S:1:pos:R:3:lowdin_spin:R:1
Li -12.09872 -16.25864 -21.78040 0.346
O -13.04056 -15.33566 -20.12157 0.059
H -13.76741 -15.95841 -20.13125 0.039
H -13.36489 -14.59624 -19.60746 0.013
C -13.18789 -20.19111 -20.98949 0.047
C -12.60838 -18.81709 -20.88488 0.028
C -11.16006 -18.79162 -21.22783 0.022
O -10.62850 -17.47201 -21.30507 0.002
C -9.23519 -17.36484 -21.11376 0.017
N -13.35333 -17.89813 -21.69408 0.045
H -12.65736 -20.84905 -20.30120 0.004
H -13.20550 -20.51521 -22.03004 0.020
H -14.23290 -20.19269 -20.67961 0.018
H -12.79885 -18.39019 -19.90021 0.012
H -10.99468 -19.28624 -22.18496 0.014
H -10.65622 -19.33862 -20.43095 0.005
H -8.73853 -18.24968 -21.51185 0.001
H -9.00185 -17.33511 -20.04944 0.002
H -8.84799 -16.44139 -21.54437 0.001
H -14.31841 -18.13318 -21.51115 0.070
H -13.28066 -18.15578 -22.66796 0.051
C -10.65076 -16.03962 -25.66584 0.022
C -10.97343 -15.91716 -24.12768 0.014
C -10.52302 -14.56385 -23.49949 0.009
O -11.07691 -14.34967 -22.19092 0.007
C -10.34821 -13.36040 -21.51140 0.015
N -12.40406 -16.06243 -23.86580 0.022
H -11.21925 -15.42286 -26.36192 0.002
H -10.79724 -17.04672 -26.05621 0.012
H -9.57663 -15.89533 -25.78221 0.002
H -10.43373 -16.65845 -23.53836 0.003
H -10.77578 -13.70843 -24.12597 0.001
H -9.43427 -14.59372 -23.54214 0.001
H -10.56028 -13.38628 -20.44254 0.004
H -10.55826 -12.32852 -21.79284 0.001
H -9.30959 -13.69107 -21.50968 0.001
H -12.74548 -16.86749 -24.37117 0.052
H -12.86569 -15.33324 -24.39047 0.015
```

---

# 5
# C8H24O4S4Sn

C8H24O4S4Sn as an isolated structure (ωB97M-V/def2-TZVPD, the Open Molecules 2025 dataset).

Computed properties:
LUMO   -8.38 eV
Relative energy (zero: lowest compared OMol25 entry of this formula, charge and spin)   1.846 eV
E   -2426.4918 a.u.
Orbital gap   6.342 eV
Largest force on an atom   2.73 eV/A
E_HOMO   -14.72 eV
Charge   +2

XYZ file:
```
41
Properties=species:S:1:pos:R:3:lowdin_charge:R:1
Sn 0.49353 0.63112 -0.33178 1.749
C -3.45409 0.29031 -4.31960 -0.215
S -2.97579 0.12475 -2.52752 0.872
O -1.48925 0.39658 -2.42521 -0.731
C -3.84958 1.71214 -2.07490 -0.224
H -2.85582 -0.50379 -4.76634 0.052
H -3.18466 1.17096 -4.90267 0.074
H -4.53107 0.12296 -4.30446 0.065
H -4.93527 1.61749 -2.09537 0.069
H -3.61010 2.50557 -2.78287 0.064
H -3.47752 1.96591 -1.08229 0.018
C 2.85902 -3.26165 2.76801 -0.221
S 1.16762 -2.62500 2.35088 0.864
O 1.20759 -1.95749 0.95897 -0.709
C 0.37520 -4.31873 2.22619 -0.212
H 3.32199 -3.65648 1.86365 0.062
H 2.73021 -4.14741 3.39008 0.058
H 3.53015 -2.51540 3.19318 0.059
H 0.99168 -4.95974 1.59599 0.063
H -0.58748 -4.16465 1.73873 0.042
H 0.26459 -4.72298 3.23240 0.065
C 4.86429 1.78723 -1.88980 -0.225
S 3.62959 3.11202 -1.62213 0.860
O 2.81903 2.45899 -0.53104 -0.728
C 4.76465 4.39608 -1.05791 -0.242
H 4.53158 0.99974 -2.56600 0.054
H 4.95008 1.29029 -0.92347 0.061
H 5.73971 2.28388 -2.30823 0.060
H 5.52683 4.03513 -0.36734 0.070
H 4.13616 5.15873 -0.59803 0.061
H 5.31757 4.83462 -1.88862 0.073
C -3.27083 0.81709 1.64354 -0.249
S -2.14053 0.08292 2.85124 0.902
O -0.71490 0.11255 2.29967 -0.700
C -2.78205 -1.67627 2.71787 -0.208
H -4.21548 1.05975 2.13020 0.072
H -3.50926 -0.04076 1.01478 0.042
H -2.84350 1.75777 1.29625 0.057
H -3.79758 -1.70391 3.11287 0.067
H -2.28606 -2.45533 3.29678 0.054
H -2.71027 -2.01499 1.68432 0.053
```

---

# 6
# C8H24O8

A 4-piece molecular cluster, C8H24O8 overall (ωB97M-V/def2-TZVPD, the Open Molecules 2025 dataset).

Computed properties:
LUMO   0.24 eV
Relative energy (zero: lowest compared OMol25 entry of this formula, charge and spin)   0.854 eV
E   -921.0355 a.u.
Orbital gap   9.962 eV
Largest force on an atom   2.70 eV/A
E_HOMO   -9.72 eV
Structure (SMILES)   OCCO.OCCO.OCCO.OCCO

XYZ file:
```
40
Properties=species:S:1:pos:R:3:lowdin_charge:R:1
C 1.40412 2.20900 4.08685 -0.229
C 1.25837 1.28179 2.87373 -0.203
O -0.06191 1.41242 2.31593 -0.087
O 1.42596 3.57900 3.65822 -0.066
H 2.37990 1.97307 4.52343 0.121
H 0.59612 2.08140 4.80186 0.128
H 1.42923 0.23803 3.12856 0.127
H 2.08104 1.58907 2.21775 0.119
H -0.27957 2.31272 2.60301 0.101
H 2.15282 3.60213 3.02216 0.088
C 0.84660 -2.90773 -2.27509 -0.244
C 2.08453 -3.73184 -2.66840 -0.253
O 2.61606 -4.42854 -1.55955 -0.070
O -0.22350 -3.84474 -2.19461 -0.078
H 0.61330 -2.14920 -3.02514 0.110
H 1.08723 -2.42745 -1.32478 0.112
H 2.83128 -3.12123 -3.18051 0.113
H 1.84058 -4.50446 -3.40607 0.115
H 1.89352 -4.78583 -1.03457 0.082
H -0.73268 -3.65188 -1.38945 0.045
C -1.45732 -1.38083 -0.00078 -0.199
C -2.51085 -0.88633 0.99562 -0.212
O -1.88034 -0.69572 2.27442 -0.095
O -1.17135 -2.78813 0.26985 -0.094
H -0.51721 -0.87331 0.21997 0.111
H -1.80067 -1.20509 -1.02142 0.120
H -3.35825 -1.56333 1.06630 0.124
H -2.81647 0.13844 0.76720 0.112
H -1.17515 -0.03120 2.25271 0.031
H -1.66446 -2.93641 1.08304 0.083
C -0.67331 1.95944 -1.80101 -0.257
C -0.78538 3.20766 -2.69104 -0.267
O -0.08843 4.32251 -2.21586 -0.047
O -1.26017 2.08586 -0.51653 -0.062
H 0.40921 1.79465 -1.69559 0.122
H -1.01243 1.08250 -2.36034 0.111
H -1.87436 3.37632 -2.70070 0.121
H -0.52434 2.94201 -3.71300 0.119
H -0.57117 4.69057 -1.47075 0.089
H -0.51053 2.03468 0.08457 0.056
```

---

Repeat the fifth record exactly.
# C8H24O4S4Sn

C8H24O4S4Sn as an isolated structure (ωB97M-V/def2-TZVPD, the Open Molecules 2025 dataset).

Computed properties:
LUMO   -8.38 eV
Relative energy (zero: lowest compared OMol25 entry of this formula, charge and spin)   1.846 eV
E   -2426.4918 a.u.
Orbital gap   6.342 eV
Largest force on an atom   2.73 eV/A
E_HOMO   -14.72 eV
Charge   +2

XYZ file:
```
41
Properties=species:S:1:pos:R:3:lowdin_charge:R:1
Sn 0.49353 0.63112 -0.33178 1.749
C -3.45409 0.29031 -4.31960 -0.215
S -2.97579 0.12475 -2.52752 0.872
O -1.48925 0.39658 -2.42521 -0.731
C -3.84958 1.71214 -2.07490 -0.224
H -2.85582 -0.50379 -4.76634 0.052
H -3.18466 1.17096 -4.90267 0.074
H -4.53107 0.12296 -4.30446 0.065
H -4.93527 1.61749 -2.09537 0.069
H -3.61010 2.50557 -2.78287 0.064
H -3.47752 1.96591 -1.08229 0.018
C 2.85902 -3.26165 2.76801 -0.221
S 1.16762 -2.62500 2.35088 0.864
O 1.20759 -1.95749 0.95897 -0.709
C 0.37520 -4.31873 2.22619 -0.212
H 3.32199 -3.65648 1.86365 0.062
H 2.73021 -4.14741 3.39008 0.058
H 3.53015 -2.51540 3.19318 0.059
H 0.99168 -4.95974 1.59599 0.063
H -0.58748 -4.16465 1.73873 0.042
H 0.26459 -4.72298 3.23240 0.065
C 4.86429 1.78723 -1.88980 -0.225
S 3.62959 3.11202 -1.62213 0.860
O 2.81903 2.45899 -0.53104 -0.728
C 4.76465 4.39608 -1.05791 -0.242
H 4.53158 0.99974 -2.56600 0.054
H 4.95008 1.29029 -0.92347 0.061
H 5.73971 2.28388 -2.30823 0.060
H 5.52683 4.03513 -0.36734 0.070
H 4.13616 5.15873 -0.59803 0.061
H 5.31757 4.83462 -1.88862 0.073
C -3.27083 0.81709 1.64354 -0.249
S -2.14053 0.08292 2.85124 0.902
O -0.71490 0.11255 2.29967 -0.700
C -2.78205 -1.67627 2.71787 -0.208
H -4.21548 1.05975 2.13020 0.072
H -3.50926 -0.04076 1.01478 0.042
H -2.84350 1.75777 1.29625 0.057
H -3.79758 -1.70391 3.11287 0.067
H -2.28606 -2.45533 3.29678 0.054
H -2.71027 -2.01499 1.68432 0.053
```